Entry w
{"formula": "C3H5N3S", "method": "ωB97M-V/def2-TZVPD", "homo_ev": -8.210, "charge": 0, "homo_lumo_gap_ev": 8.7549, "elements": ["H", "N", "C", "C", "C", "N", "N", "S", "H", "H", "H", "H"], "xyz": [[0.818, -2.380, 0.939], [1.214, -1.464, 1.135], [0.704, -0.520, 0.364], [1.103, 0.881, 0.514], [0.212, 1.634, -0.242], [-0.793, 0.824, -0.780], [-0.334, -0.572, -0.566], [-1.617, -1.701, -0.796], [1.950, 1.199, 1.153], [0.066, 2.701, -0.341], [-0.998, 1.065, -1.786], [-2.324, -1.667, 0.406]], "mulliken_charge": [0.217, -0.699, 0.444, -0.423, -0.338, -0.265, 0.053, -0.160, 0.352, 0.389, 0.265, 0.164]}

***

Entry x
{"formula": "C3H5N3S", "method": "ωB97M-V/def2-TZVPD", "homo_ev": -8.417, "charge": 0, "homo_lumo_gap_ev": 9.0562, "elements": ["S", "C", "N", "C", "C", "N", "N", "H", "H", "H", "H", "H"], "xyz": [[1.363, -2.434, 1.104], [0.666, -1.027, 0.563], [-0.225, -0.967, -0.437], [-1.030, 0.231, -0.687], [-0.165, 1.420, -0.387], [0.772, 1.393, 0.472], [0.979, 0.183, 1.111], [-0.528, -1.850, -0.806], [-1.353, 0.225, -1.723], [-1.925, 0.273, -0.062], [-0.341, 2.363, -0.906], [1.788, 0.190, 1.757]], "mulliken_charge": [-0.411, 0.167, -0.182, -0.377, -0.073, -0.594, 0.028, 0.212, 0.329, 0.247, 0.387, 0.266]}

***

Quick one: most stable of them? entry x

***

Entry w
{"formula": "C3H5N3S", "method": "ωB97M-V/def2-TZVPD", "homo_ev": -9.493, "charge": 0, "homo_lumo_gap_ev": 8.1973, "elements": ["H", "N", "C", "N", "C", "C", "S", "N", "H", "H", "H", "H"], "xyz": [[3.266, -0.765, 0.012], [2.385, -0.220, -0.001], [1.414, -1.044, -0.004], [0.074, -0.674, -0.003], [-0.485, 0.582, -0.005], [-1.975, 0.603, -0.001], [-2.975, -0.666, -0.001], [0.202, 1.665, -0.004], [-0.418, 2.448, 0.020], [1.512, -2.120, -0.004], [-0.624, -1.429, 0.002], [-2.377, 1.621, -0.011]], "mulliken_charge": [0.247, -0.544, -0.057, -0.133, 0.748, -0.316, -0.274, -0.606, 0.221, 0.349, 0.153, 0.213]}

***

Entry x
{"formula": "C3H5N3S", "method": "ωB97M-V/def2-TZVPD", "homo_ev": -8.368, "charge": 0, "homo_lumo_gap_ev": 7.6134, "elements": ["C", "C", "C", "N", "N", "N", "S", "H", "H", "H", "H", "H"], "xyz": [[1.762, -0.259, 0.035], [0.868, -1.477, 0.036], [1.278, 0.984, 0.091], [-0.381, -1.559, -0.012], [-1.309, -0.671, -0.130], [-3.138, 0.829, -0.481], [-1.932, 0.553, 0.529], [2.822, -0.547, -0.208], [1.207, -2.519, -0.019], [0.324, 1.254, 0.486], [2.096, 1.688, -0.131], [-3.596, 1.723, -0.196]], "mulliken_charge": [-0.056, -0.067, -0.457, -0.218, -0.135, -0.527, 0.280, 0.271, 0.350, 0.083, 0.219, 0.256]}

***

Quick one: most stable of them? entry w